No. 1
C24H45Br2IrNOSi4Te | ωB97M-V with the def2-TZVPD basis set

XYZ file:
```
79
Properties=species:S:1:pos:R:3:lowdin_spin:R:1
Ir -0.018 0.080 -1.021 2.0727
Br -2.493 4.685 -0.415 0.0672
C -2.194 3.704 -1.965 0.1972
C -2.869 4.019 -3.131 -0.0203
C -2.656 3.281 -4.282 0.2254
Br -3.604 3.761 -5.815 0.0807
C -1.734 2.180 -4.329 0.0146
C -1.458 1.417 -5.478 0.0560
C -0.520 0.420 -5.411 -0.0073
C 0.119 0.163 -4.197 0.0652
N -0.164 0.833 -3.088 0.0849
C -1.061 1.844 -3.151 0.0785
C -1.282 2.594 -1.908 0.0881
O -0.693 2.259 -0.869 0.3144
H -3.565 4.845 -3.138 -0.0040
H -1.975 1.630 -6.404 0.0037
H -0.269 -0.172 -6.282 -0.0012
H 0.878 -0.603 -4.116 0.0031
C -2.050 1.149 1.736 0.0089
Si -2.668 -0.464 0.992 0.0457
C -4.509 -0.286 0.730 0.0103
C -2.302 -1.780 2.262 0.0016
C -1.915 -0.821 -0.706 0.2280
Si -1.962 -2.547 -1.466 0.0433
C -2.054 -3.970 -0.272 0.0019
C -3.453 -2.607 -2.593 0.0092
C -0.434 -2.852 -2.535 0.0356
H -2.833 1.592 2.363 0.0004
H -1.783 1.887 0.973 0.0008
H -1.178 0.978 2.379 0.0001
H -5.036 -0.173 1.684 0.0015
H -4.933 -1.153 0.213 0.0001
H -4.718 0.604 0.126 0.0002
H -2.460 -1.363 3.262 0.0002
H -1.264 -2.123 2.205 0.0000
H -2.953 -2.649 2.161 0.0000
H -2.514 -0.181 -1.386 0.0290
H -2.995 -3.974 0.281 0.0000
H -1.232 -3.969 0.451 0.0002
H -2.001 -4.905 -0.839 0.0003
H -4.370 -2.364 -2.046 0.0002
H -3.580 -3.604 -3.030 0.0016
H -3.352 -1.890 -3.416 0.0003
H 0.467 -2.398 -2.103 0.0179
H -0.585 -2.441 -3.538 0.0003
H -0.236 -3.923 -2.648 0.0026
C 1.285 1.958 4.161 0.0015
Si 1.852 2.988 2.701 0.0025
C 0.447 3.968 1.967 0.0006
C 3.253 4.082 3.238 0.0011
C 2.549 1.891 1.306 0.0370
Te 1.630 -0.016 1.033 0.1440
C 3.353 -1.067 0.312 0.0312
Si 3.862 -2.444 1.521 0.0043
C 5.407 -3.255 0.886 0.0013
C 4.181 -1.676 3.188 0.0024
C 2.426 -3.635 1.560 0.0001
H 0.392 2.393 4.619 0.0000
H 2.064 1.913 4.928 0.0000
H 1.036 0.930 3.885 0.0017
H -0.317 4.190 2.718 0.0000
H -0.035 3.416 1.152 0.0002
H 0.805 4.920 1.561 0.0001
H 2.911 4.781 4.010 0.0002
H 3.653 4.674 2.408 0.0000
H 4.071 3.491 3.663 0.0000
H 3.601 1.660 1.491 0.0021
H 2.474 2.410 0.348 0.0034
H 4.127 -0.311 0.166 0.0004
H 3.094 -1.482 -0.663 0.0043
H 6.232 -2.538 0.840 0.0000
H 5.265 -3.677 -0.113 0.0000
H 5.712 -4.069 1.552 0.0003
H 5.077 -1.048 3.153 0.0001
H 4.347 -2.444 3.950 0.0000
H 3.344 -1.058 3.527 0.0021
H 2.271 -4.075 0.569 0.0001
H 1.501 -3.129 1.857 -0.0001
H 2.588 -4.455 2.267 0.0000
```

Charge: +1
E_tot (eV): -210879.051
Gap between HOMO and LUMO (spin up / spin down) (eV): 5.92 / 5.42
Molar mass (Da): 955.60
2S+1: 5
HOMO level (spin up / spin down) (eV): -9.662 / -11.081
LUMO (spin up / spin down) (eV): -3.7 / -5.7



No. 2
C24H45NNdO3P2 | ωB97M-V with the def2-TZVPD basis set

XYZ file:
```
76
Properties=species:S:1:pos:R:3:lowdin_spin:R:1
Nd 0.032 0.077 0.323 3.0610
C -1.986 1.610 0.970 -0.0092
C -2.454 0.718 -0.044 -0.0049
C -2.160 -0.485 1.909 -0.0094
C -1.885 0.887 2.198 -0.0070
C -2.550 -0.588 0.551 -0.0069
C -1.838 3.079 0.809 -0.0010
H -1.428 3.295 -0.186 -0.0001
H -1.151 3.486 1.560 0.0000
H -2.812 3.588 0.909 -0.0006
C -1.915 1.552 3.520 -0.0006
H -1.686 2.614 3.383 0.0000
H -1.192 1.106 4.210 -0.0002
H -2.923 1.494 3.965 -0.0003
C -2.302 -1.599 2.860 -0.0007
H -3.355 -1.805 3.124 -0.0004
H -1.737 -1.395 3.773 0.0000
H -1.891 -2.505 2.396 -0.0001
C -3.196 -1.779 -0.045 -0.0004
H -4.294 -1.767 0.060 -0.0003
H -2.836 -2.684 0.450 0.0000
H -2.932 -1.836 -1.107 0.0000
C -3.025 1.167 -1.336 0.0006
H -4.002 1.652 -1.184 0.0001
H -3.135 0.326 -2.021 0.0001
H -2.352 1.892 -1.804 0.0001
C 1.570 0.444 -2.538 -0.0004
C 0.539 1.311 -2.691 -0.0010
C -0.046 1.558 -4.053 -0.0002
C -0.916 0.430 -4.689 0.0000
C -1.054 -0.851 -3.911 0.0001
C -0.020 -1.695 -3.804 0.0001
C 1.310 -1.360 -4.429 0.0001
C 2.155 -0.248 -3.736 0.0000
H 0.736 1.795 -4.795 -0.0001
H -0.518 0.232 -5.699 0.0000
H -0.688 2.450 -4.004 0.0000
H 2.423 0.474 -4.526 -0.0001
H 2.078 0.255 -1.577 0.0000
H 0.135 1.927 -1.869 -0.0002
H 3.102 -0.718 -3.438 0.0000
H 1.929 -2.267 -4.414 0.0000
H -0.055 -2.638 -3.246 0.0000
H 1.190 -1.079 -5.488 0.0000
H -1.923 0.849 -4.818 0.0000
H -2.031 -1.003 -3.438 0.0000
P 1.851 1.975 1.430 -0.0061
C 1.475 2.767 3.012 -0.0006
H 2.296 3.416 3.350 -0.0002
H 1.310 1.995 3.782 0.0000
H 0.560 3.369 2.940 0.0000
C 3.536 1.317 1.681 -0.0015
H 4.215 2.068 2.115 -0.0003
H 3.954 0.967 0.725 0.0000
H 3.485 0.447 2.353 0.0000
C 2.055 3.437 0.360 0.0003
H 2.472 3.141 -0.614 0.0000
H 2.701 4.188 0.845 0.0000
H 1.059 3.875 0.175 0.0000
P 1.050 -2.557 0.608 -0.0059
C -0.167 -3.817 0.079 -0.0007
H 0.290 -4.713 -0.361 -0.0001
H -0.852 -3.372 -0.656 0.0000
H -0.786 -4.118 0.940 0.0000
C 2.677 -2.772 -0.214 -0.0014
H 2.615 -2.832 -1.311 0.0000
H 3.232 -3.643 0.169 -0.0003
H 3.278 -1.874 0.007 0.0000
C 1.436 -3.249 2.246 -0.0002
H 1.681 -4.318 2.142 -0.0002
H 0.585 -3.124 2.928 0.0000
H 2.282 -2.728 2.709 0.0000
O 1.188 0.426 4.879 0.0002
N 0.688 -0.446 4.161 0.0000
O 0.031 -1.401 4.642 0.0001
O 0.893 -0.392 2.801 -0.0013
```

Charge: +1
E_tot (eV): -67095.949
Gap between HOMO and LUMO (spin up / spin down) (eV): 7.71 / 7.89
Molar mass (Da): 601.82
2S+1: 4
HOMO level (spin up / spin down) (eV): -10.734 / -10.774
LUMO (spin up / spin down) (eV): -3.0 / -2.9



No. 3
C24H46BClFNO9S4 | ωB97M-V with the def2-TZVPD basis set

XYZ file:
```
87
Properties=species:S:1:pos:R:3:mulliken_charge:R:1
C 2.276 1.553 -1.549 -1.4117
C 1.654 0.643 -0.505 0.8792
C 2.023 -0.805 -0.644 -1.4433
N 0.905 1.058 0.440 -0.5067
B -0.081 2.075 0.240 0.0825
C -1.530 1.699 -0.232 -0.6200
C -1.884 0.203 -0.202 -0.7741
C -2.007 -0.485 -1.549 -0.3007
Cl -2.934 0.444 -2.760 -0.2789
C 0.229 3.634 0.523 0.3094
C 0.155 4.462 -0.696 0.6418
O -0.031 4.108 -1.820 -0.4768
F 0.332 5.786 -0.458 -0.3206
H 3.278 1.184 -1.762 0.4549
H 1.705 1.562 -2.475 0.3169
H 2.382 2.548 -1.131 0.3019
H 1.705 -1.162 -1.623 0.2429
H 3.115 -0.866 -0.657 0.4849
H 1.650 -1.408 0.169 0.3874
H -2.213 2.226 0.440 0.2541
H -1.670 2.151 -1.214 0.5576
H -1.096 -0.328 0.333 0.2500
H -2.790 0.044 0.378 0.4840
H -2.563 -1.409 -1.414 0.4092
H -1.045 -0.776 -1.961 0.0762
H 1.203 3.741 1.000 0.4176
H -0.509 3.976 1.251 -0.4520
O -1.734 4.902 3.415 -0.6735
S -2.561 5.530 2.415 1.1746
O -3.227 4.737 1.410 -0.6544
C -3.744 6.596 3.231 -0.7699
C -3.025 7.937 3.340 -0.5971
C -2.329 8.151 1.988 -0.8018
C -1.620 6.840 1.625 -0.4065
H -4.015 6.161 4.190 0.4162
H -4.621 6.664 2.588 0.3514
H -3.721 8.743 3.571 0.3718
H -2.281 7.896 4.138 0.2819
H -3.075 8.390 1.228 0.3061
H -1.622 8.979 2.023 0.3589
H -1.603 6.659 0.557 0.2757
H -0.608 6.801 2.022 0.3908
O 4.630 -3.963 -0.844 -0.6517
S 3.226 -4.255 -1.008 1.2610
O 2.234 -3.669 -0.145 -0.6620
C 2.779 -3.969 -2.718 -0.6867
C 3.042 -5.306 -3.404 -0.6955
C 2.502 -6.381 -2.450 -0.6821
C 3.008 -6.041 -1.042 -0.6637
H 3.374 -3.148 -3.112 0.4532
H 1.720 -3.712 -2.741 0.3246
H 2.563 -5.352 -4.380 0.3591
H 4.116 -5.444 -3.549 0.3004
H 1.411 -6.365 -2.464 0.2930
H 2.818 -7.379 -2.746 0.3451
H 2.299 -6.318 -0.267 0.4363
H 3.977 -6.494 -0.838 0.3023
O -6.415 -1.142 -0.771 -0.6294
S -7.320 -0.696 -1.800 1.1069
O -8.035 -1.644 -2.616 -0.6879
C -8.475 0.468 -1.079 -0.7158
C -7.787 1.821 -1.230 -0.5653
C -7.187 1.833 -2.643 -0.7334
C -6.469 0.492 -2.844 0.1179
H -8.671 0.185 -0.048 0.3918
H -9.394 0.420 -1.662 0.3505
H -8.486 2.642 -1.079 0.3323
H -6.990 1.917 -0.489 0.3026
H -7.987 1.939 -3.378 0.3025
H -6.501 2.666 -2.782 0.3556
H -6.514 0.147 -3.874 0.4879
H -5.434 0.534 -2.511 -0.4223
O 5.915 -5.820 4.733 -0.6681
S 6.467 -6.132 3.439 1.1680
O 6.449 -7.480 2.931 -0.6772
C 5.760 -5.022 2.227 -0.4676
C 6.689 -3.816 2.228 -0.6737
C 8.114 -4.385 2.272 -0.6530
C 8.140 -5.474 3.353 -0.6699
H 4.737 -4.783 2.508 0.4788
H 5.778 -5.531 1.264 0.1287
H 6.526 -3.193 1.350 0.3241
H 6.505 -3.206 3.115 0.3411
H 8.361 -4.822 1.303 0.2888
H 8.852 -3.611 2.479 0.3523
H 8.820 -6.287 3.111 0.3631
H 8.383 -5.069 4.334 0.3474
```

Charge: 0
E_tot (eV): -104808.666
Gap between HOMO and LUMO (eV): 9.15
Molar mass (Da): 686.16
SMILES: CC(C)=NB(CCCCl)CC(=O)F.O=S1(=O)CCCC1.O=S1(=O)CCCC1.O=S1(=O)CCCC1.O=S1(=O)CCCC1
HOMO level (eV): -8.787
LUMO (eV): 0.4